1.
39
Properties=species:S:1:pos:R:3 method="wB97M-V/def2-TZVPD" e_homo_ev="-6.5202 / -7.3180" lumo_ev="-0.8 / -2.6" multiplicity=3
C 0.52 -1.11 -2.50
C 0.01 2.01 -3.90
C -0.86 -1.32 -2.92
H 1.27 -1.91 -2.70
C -0.91 2.21 -2.89
H 0.04 2.74 -4.72
H -1.18 -2.33 -2.53
H -1.39 3.18 -2.82
C -1.83 -0.20 -2.53
H -2.55 -0.56 -1.73
H -2.42 0.11 -3.42
C 1.40 0.23 -2.66
H 2.50 0.04 -2.69
H 1.32 0.89 -1.76
C 0.96 0.85 -4.02
H 0.39 0.01 -4.49
H 1.80 1.05 -4.75
C -1.30 1.18 -1.87
H -2.15 1.62 -1.31
H -0.55 1.06 -1.05
Pd 1.26 -1.41 -0.01
H 2.78 -1.59 0.24
Cl -1.23 -4.34 3.88
C -0.75 -2.72 3.91
C -0.69 -1.94 5.04
C -0.29 -0.61 5.04
Cl -0.26 0.30 6.48
C 0.09 0.06 3.83
C 0.48 1.42 3.67
C 0.85 1.93 2.43
C 0.85 1.10 1.31
N 0.52 -0.20 1.50
C 0.06 -0.73 2.65
C -0.32 -2.16 2.63
O -0.18 -2.86 1.60
H -0.99 -2.39 6.00
H 0.47 2.06 4.53
H 1.16 2.96 2.27
H 1.13 1.38 0.30

=====

2.
17
Properties=species:S:1:pos:R:3 method="wB97M-V/def2-TZVPD" e_homo_ev=-7.6631 lumo_ev=0.8
C -2.56 0.13 -0.17
C 1.78 1.36 0.32
N 0.81 -0.14 -1.09
N 1.12 1.11 -0.93
C 1.13 -1.18 -0.39
C 0.89 -2.05 0.54
O -1.50 0.42 0.70
H 0.41 -0.32 -2.02
H -1.00 1.17 0.34
H -3.25 0.98 -0.27
H -3.10 -0.71 0.27
H -2.21 -0.16 -1.16
H 1.17 1.08 1.18
H 2.01 2.42 0.37
H 2.71 0.78 0.39
H -0.03 -2.04 1.12
H 1.60 -2.83 0.79

=====

3.
56
Properties=species:S:1:pos:R:3 method="wB97M-V/def2-TZVPD" smiles="Cc1nn(-c2ccccc2)c(C)c1NC(=O)COC(=O)c1cc([N+](=O)[O-])ccc1NCCO" e_homo_ev=-8.2349 lumo_ev=-0.4
C 1.13 1.52 0.50
C 1.04 1.83 -0.96
N 1.89 2.63 -1.56
N 1.51 2.71 -2.85
C 0.41 1.93 -3.10
C 0.09 1.35 -1.89
N -0.94 0.47 -1.53
C -1.47 -0.55 -2.22
O -1.22 -0.86 -3.36
C -2.51 -1.34 -1.40
H -2.46 -2.40 -1.69
H -3.51 -0.96 -1.63
O -2.29 -1.20 0.00
C -1.97 -2.28 0.71
O -2.00 -3.41 0.25
C -1.57 -1.94 2.09
C -1.45 -0.61 2.45
C -1.01 -0.25 3.71
C -0.69 -1.23 4.65
C -0.81 -2.55 4.32
C -1.24 -2.96 3.03
N -1.37 -4.25 2.70
H -1.62 -4.42 1.73
C -1.00 -5.38 3.51
C 0.51 -5.68 3.44
O 0.75 -6.77 4.29
H 1.68 -7.02 4.23
H 1.07 -4.80 3.75
H 0.78 -5.92 2.40
H -1.54 -6.26 3.14
H -1.28 -5.23 4.55
H -0.55 -3.30 5.05
H -0.35 -0.93 5.63
N -0.86 1.13 4.03
O -1.06 1.94 3.14
O -0.53 1.42 5.16
H -1.70 0.17 1.75
H -1.21 0.54 -0.55
C -0.20 1.77 -4.44
H -0.61 0.77 -4.52
H 0.55 1.92 -5.22
H -1.01 2.48 -4.59
C 2.26 3.50 -3.72
C 3.64 3.54 -3.56
C 4.41 4.32 -4.39
C 3.82 5.07 -5.40
C 2.44 5.05 -5.55
C 1.66 4.27 -4.71
H 0.58 4.29 -4.81
H 1.97 5.64 -6.32
H 4.42 5.67 -6.06
H 5.48 4.35 -4.26
H 4.08 2.96 -2.76
H 1.12 0.45 0.66
H 2.05 1.94 0.89
H 0.29 1.97 1.04

=====

4.
109
Properties=species:S:1:pos:R:3 method="wB97M-V/def2-TZVPD" e_homo_ev=-12.3683 lumo_ev=-3.0 charge=+1
C 3.48 1.63 0.31
C 3.85 0.34 -0.42
C 2.66 -0.33 -1.12
C 1.53 -0.66 -0.15
C 0.18 -1.10 -0.77
C -0.29 -0.18 -1.86
N -0.55 1.17 -1.24
C -1.77 1.08 -0.38
C -1.77 -0.14 0.57
N -0.85 -1.25 0.26
H 4.28 2.37 0.26
H 3.27 1.45 1.37
H 2.58 2.09 -0.12
H 4.60 0.56 -1.18
H 4.31 -0.37 0.27
H 2.34 0.33 -1.94
H 3.01 -1.27 -1.57
H 1.35 0.16 0.55
H 1.86 -1.50 0.47
H 0.32 -2.08 -1.25
H -1.25 -0.50 -2.28
H 0.44 -0.08 -2.65
H -0.72 1.86 -1.97
H 0.28 1.47 -0.72
H -2.61 1.03 -1.06
H -1.86 2.00 0.19
H -1.60 0.21 1.59
H -2.79 -0.51 0.54
H -0.39 -1.52 1.12
C 5.31 -2.29 -3.04
C 4.61 -3.58 -2.63
C 5.09 -4.14 -1.29
C 6.58 -4.49 -1.24
C 7.04 -5.49 -2.30
C 6.34 -6.84 -2.21
H 6.38 -2.44 -3.18
H 4.91 -1.90 -3.97
H 5.19 -1.53 -2.26
H 4.74 -4.33 -3.41
H 3.53 -3.41 -2.56
H 4.50 -5.02 -1.03
H 4.89 -3.40 -0.50
H 6.81 -4.90 -0.25
H 7.18 -3.58 -1.33
H 8.12 -5.64 -2.19
H 6.89 -5.07 -3.30
H 6.49 -7.29 -1.23
H 6.72 -7.53 -2.96
H 5.26 -6.75 -2.37
C -7.64 -0.39 -3.03
C -6.80 -1.64 -3.26
C -5.66 -1.80 -2.25
C -4.65 -0.66 -2.25
C -3.97 -0.40 -3.59
C -3.16 -1.58 -4.12
H -7.05 0.53 -3.14
H -8.46 -0.33 -3.74
H -8.07 -0.39 -2.02
H -6.40 -1.63 -4.28
H -7.44 -2.52 -3.20
H -5.15 -2.75 -2.43
H -6.09 -1.88 -1.25
H -3.88 -0.88 -1.49
H -5.14 0.26 -1.92
H -3.31 0.48 -3.49
H -4.71 -0.11 -4.34
H -2.39 -1.88 -3.40
H -2.66 -1.32 -5.06
H -3.78 -2.45 -4.31
C 5.30 4.02 6.46
C 5.06 3.67 4.99
C 3.82 2.81 4.77
C 3.83 1.46 5.48
C 5.02 0.57 5.14
C 5.12 0.22 3.66
H 5.47 3.14 7.07
H 6.18 4.66 6.57
H 4.44 4.56 6.87
H 5.94 3.15 4.60
H 4.97 4.59 4.41
H 3.68 2.66 3.69
H 2.94 3.38 5.10
H 2.90 0.93 5.23
H 3.79 1.62 6.56
H 4.94 -0.35 5.73
H 5.95 1.05 5.47
H 4.20 -0.28 3.33
H 5.95 -0.45 3.46
H 5.26 1.12 3.05
C -7.70 3.83 2.79
C -7.58 4.11 1.30
C -7.52 2.85 0.44
C -6.34 1.93 0.75
C -4.97 2.59 0.62
C -4.68 3.13 -0.78
H -6.83 3.30 3.18
H -7.78 4.76 3.36
H -8.59 3.23 3.01
H -6.70 4.73 1.11
H -8.44 4.70 0.97
H -7.51 3.13 -0.61
H -8.44 2.27 0.59
H -6.38 1.07 0.06
H -6.44 1.51 1.75
H -4.21 1.85 0.89
H -4.87 3.40 1.35
H -4.76 2.33 -1.52
H -3.68 3.56 -0.85
H -5.38 3.91 -1.07

=====

Number 1: electronic energy -1836.015502 a.u., maximum force 6.57 eV Å⁻¹. Number 2: electronic energy -342.997761 a.u., maximum force 0.92 eV Å⁻¹. Number 3: electronic energy -1577.316575 a.u., maximum force 1.30 eV Å⁻¹. Number 4: electronic energy -1373.528850 a.u., maximum force 0.35 eV Å⁻¹.